Record 1
ORCA calculation (the ωB97M-V functional and the def2-TZVPD basis) on a structure of composition C20H36As2GeMnN2O2S5Se.

spin multiplicity = 2
net charge = +2
energy above the lowest of the compared OMol25 structures with the same formula, charge and spin = 10.60 kJ/mol
Kohn-Sham gap (alpha / beta) = 6.279 / 5.005 eV

```
70
Properties=species:S:1:pos:R:3:lowdin_spin:R:1
Mn 0.84 -0.58 0.21 0.018
N 1.04 1.36 0.73 0.000
N -0.04 1.60 1.63 0.001
C -1.08 0.67 1.61 0.008
O -2.19 0.97 2.01 0.022
O -0.74 -0.52 1.16 0.001
H 1.91 1.60 1.19 0.000
H 0.95 1.95 -0.10 0.000
H -0.29 2.57 1.77 0.000
C 0.89 -3.09 2.91 0.000
As 1.78 -1.48 2.30 0.000
C 1.67 -0.29 3.83 0.000
C 3.66 -1.88 2.16 0.000
C 4.41 -2.39 3.22 0.000
C 5.77 -2.59 3.06 0.000
C 6.39 -2.27 1.85 0.000
C 5.64 -1.77 0.79 0.000
C 4.28 -1.58 0.95 0.000
As 3.13 -1.07 -0.53 -0.002
C 4.17 0.21 -1.55 0.000
C 3.12 -2.70 -1.58 0.000
H 1.34 -3.42 3.84 0.000
H 0.99 -3.87 2.16 0.000
H -0.16 -2.86 3.07 0.000
H 2.13 -0.79 4.68 0.000
H 0.63 -0.08 4.06 0.000
H 2.21 0.63 3.63 0.000
H 3.94 -2.63 4.16 0.000
H 6.36 -2.99 3.87 0.000
H 7.45 -2.42 1.74 0.000
H 6.14 -1.54 -0.14 0.000
H 4.92 -0.32 -2.14 0.000
H 4.66 0.90 -0.88 0.000
H 3.51 0.75 -2.23 0.000
H 4.16 -2.99 -1.77 0.000
H 2.60 -2.51 -2.52 0.000
H 2.63 -3.48 -1.02 0.000
C 0.87 -1.07 -5.70 0.000
S 2.24 -0.47 -4.68 0.000
C 1.47 0.91 -3.91 -0.002
C 0.71 0.88 -2.80 0.000
S 0.26 -0.56 -1.91 -0.001
S 0.05 2.41 -2.28 0.002
C 0.88 3.44 -3.45 0.000
S 0.68 5.04 -3.51 0.001
S 1.76 2.48 -4.62 -0.001
H 1.24 -1.96 -6.21 0.000
H 0.59 -0.33 -6.45 0.000
H 0.02 -1.34 -5.08 0.000
C -5.86 0.65 1.64 0.005
Ge -5.69 2.13 0.39 0.060
C -4.44 3.50 0.97 0.005
C -7.38 2.80 -0.30 0.023
C -4.83 1.34 -1.36 0.169
Se -3.14 0.65 -0.99 0.593
C -3.58 -1.17 -0.52 0.051
H -6.46 0.98 2.49 0.002
H -4.88 0.35 2.02 0.000
H -6.36 -0.21 1.20 0.001
H -4.92 4.14 1.70 0.001
H -4.12 4.12 0.13 0.000
H -3.57 3.04 1.44 0.002
H -7.94 3.25 0.53 0.005
H -7.99 2.01 -0.73 0.000
H -7.22 3.57 -1.05 0.000
H -4.73 2.20 -2.02 0.008
H -5.50 0.59 -1.76 0.011
H -4.30 -1.14 0.29 0.011
H -2.66 -1.64 -0.20 -0.001
H -4.00 -1.66 -1.40 0.011
```

---

Record 2
ORCA calculation (the ωB97M-V functional and the def2-TZVPD basis) on a structure of composition C20H36B2F14NO16S2Zr in a non-equilibrium geometry.

net charge = -3
Kohn-Sham gap = 2.069 eV

```
92
Properties=species:S:1:pos:R:3:mulliken_charge:R:1
Zr -0.48 -1.35 1.52 0.243
N -2.19 -2.41 0.96 0.503
S -3.57 -2.24 0.18 0.622
O -4.64 -1.94 1.11 -0.698
O -3.80 -2.87 -1.08 -0.527
F -3.37 -0.72 -0.38 -0.202
S -2.55 -4.18 1.20 0.752
O -1.38 -4.91 0.87 -0.395
O -3.81 -4.77 0.89 -0.582
F -2.58 -4.08 2.79 -0.243
B -0.38 -4.26 -2.07 1.752
H -0.80 -3.74 -1.13 -0.865
H -0.89 -3.92 -3.07 -0.473
H 0.75 -4.04 -2.02 -0.475
H -0.61 -5.40 -1.97 -0.355
B -0.33 -0.14 -0.32 3.122
H -0.87 0.31 0.54 -0.407
H 0.67 -0.37 0.10 -0.129
H -0.80 -1.13 -0.50 0.021
H -0.38 0.54 -1.25 -1.006
O 0.87 -0.05 2.63 -0.116
C 0.88 -0.31 4.03 -0.494
C 0.15 -1.60 4.50 -0.926
O -0.67 -2.21 3.55 -0.594
H 0.35 0.60 4.35 0.292
H 1.92 -0.35 4.38 0.248
H -0.29 -1.32 5.48 0.260
H 0.87 -2.41 4.70 0.351
O 2.83 -5.04 0.18 -0.961
C 3.31 -3.91 0.78 -0.584
C 2.15 -2.88 1.16 0.643
O 0.75 -3.10 0.83 -0.661
H 4.10 -3.41 0.17 -0.097
H 3.86 -4.11 1.73 0.220
H 2.37 -1.91 0.68 -0.339
H 2.11 -2.72 2.25 0.071
C 0.51 -0.11 -5.74 -1.619
C 0.66 -0.79 -4.39 1.109
O 2.02 -0.73 -4.02 -0.273
C 2.44 -0.97 -2.81 0.157
O 1.88 -1.65 -2.00 -0.601
C 3.92 -0.58 -2.55 0.732
F 4.66 -1.57 -2.09 -0.228
F 4.47 -0.17 -3.73 -0.297
F 4.01 0.46 -1.71 -0.218
H -0.55 0.06 -5.96 0.327
H 0.88 -0.72 -6.57 0.430
H 1.02 0.84 -5.88 0.346
H 0.22 -1.79 -4.37 0.227
H 0.07 -0.20 -3.68 -0.642
C -2.58 3.98 1.15 -1.655
C -2.08 2.57 1.40 1.022
O -2.86 2.06 2.51 -0.404
C -2.75 0.83 2.89 0.492
O -2.01 0.01 2.42 -0.829
C -3.71 0.41 4.03 0.787
F -4.82 1.17 4.06 -0.274
F -3.99 -0.88 4.00 -0.119
F -3.05 0.63 5.20 -0.268
H -3.54 3.94 0.61 0.348
H -1.84 4.55 0.60 0.344
H -2.78 4.56 2.05 0.472
H -1.05 2.64 1.73 -0.137
H -2.06 2.00 0.47 -0.235
C 3.20 2.02 0.97 -0.582
C 2.88 2.81 2.24 0.170
O 3.51 4.10 2.17 -0.315
C 4.71 4.27 2.62 0.405
O 5.33 3.50 3.31 -0.551
C 5.27 5.69 2.35 0.850
F 4.68 6.52 3.24 -0.270
F 6.57 5.80 2.50 -0.243
F 4.90 6.10 1.15 -0.251
H 2.73 2.49 0.10 0.158
H 2.85 0.99 0.99 -0.019
H 4.29 2.05 0.88 0.431
H 3.15 2.23 3.12 0.377
H 1.80 2.91 2.25 -0.178
C -3.56 -1.06 -3.61 -1.317
C -3.69 0.39 -3.14 -0.097
O -2.45 1.06 -3.23 -0.094
C -2.32 2.20 -2.57 0.412
O -3.20 2.83 -2.05 -0.613
C -0.92 2.82 -2.77 0.883
F -0.39 3.07 -1.57 -0.199
F -0.10 1.94 -3.37 -0.180
F -1.02 3.93 -3.50 -0.320
H -3.14 -0.96 -4.62 0.337
H -4.48 -1.60 -3.81 0.419
H -2.75 -1.60 -3.13 0.256
H -4.04 0.49 -2.11 0.208
H -4.43 0.80 -3.83 0.355
```

---

Record 3
ORCA calculation (the ωB97M-V functional and the def2-TZVPD basis) on a structure of composition C20H37As3ClN2NiO2S in a non-equilibrium geometry.

spin multiplicity = 3
net charge = +1
energy above the lowest of the compared OMol25 structures with the same formula, charge and spin = 0.00 kJ/mol
Kohn-Sham gap (alpha / beta) = 8.532 / 7.344 eV

```
67
Properties=species:S:1:pos:R:3:lowdin_spin:R:1
Ni -0.60 -0.77 -0.28 1.521
C 2.94 -0.21 -0.76 0.023
As 1.33 0.25 0.31 0.085
C 1.94 -0.39 2.11 0.028
C 1.28 2.30 0.50 0.004
C 0.62 3.20 -0.62 0.000
C 0.37 4.63 -0.05 0.000
C -0.76 2.64 -1.04 0.006
As -0.85 0.84 -1.85 0.083
C -0.07 0.87 -3.71 0.029
C -2.79 0.75 -2.26 0.020
C 1.55 3.35 -1.85 0.000
As 3.02 4.70 -1.75 0.000
C 4.46 3.65 -0.82 0.000
C 3.71 4.43 -3.62 0.000
H 3.88 0.01 -0.21 0.004
H 2.91 0.29 -1.73 0.000
H 2.94 -1.26 -0.97 0.000
H 3.05 -0.24 2.17 0.004
H 1.73 -1.44 2.21 0.000
H 1.40 0.18 2.91 0.000
H 2.32 2.62 0.71 0.002
H 0.71 2.37 1.41 0.000
H -0.43 4.63 0.70 0.000
H 0.16 5.37 -0.82 0.000
H 1.26 5.02 0.49 0.000
H -1.26 3.28 -1.78 0.002
H -1.39 2.55 -0.16 0.000
H -0.51 0.04 -4.24 0.000
H 1.02 0.72 -3.62 0.000
H -0.31 1.82 -4.24 0.004
H -3.17 -0.26 -2.27 0.001
H -2.98 1.21 -3.23 0.003
H -3.33 1.30 -1.47 0.000
H 0.87 3.71 -2.63 0.000
H 1.95 2.40 -2.22 0.000
H 4.35 3.73 0.26 0.000
H 5.42 4.13 -1.15 0.000
H 4.46 2.61 -1.16 0.000
H 3.03 4.90 -4.34 0.000
H 3.77 3.36 -3.84 0.000
H 4.71 4.92 -3.69 0.000
N -4.19 -1.28 0.21 0.011
C -3.26 -1.65 1.09 0.018
S -2.02 -0.48 1.39 0.071
N -3.47 -2.82 1.72 0.007
C -2.91 -3.39 2.88 0.000
C -1.89 -2.79 3.56 0.003
C -1.25 -3.49 4.58 0.000
C -1.76 -4.70 5.02 0.001
C -2.86 -5.27 4.36 0.000
C -3.44 -4.66 3.27 0.001
H -4.02 -0.41 -0.26 0.000
H -4.99 -1.84 -0.05 0.000
H -4.31 -3.33 1.40 0.000
H -1.55 -1.80 3.27 0.002
H -0.38 -3.07 5.05 0.000
H -1.31 -5.20 5.90 0.000
H -3.22 -6.21 4.75 0.000
H -4.32 -5.09 2.80 0.000
Cl -0.15 -5.66 1.22 0.001
C -0.28 -4.98 -0.46 0.001
C -0.18 -3.47 -0.45 0.010
O 0.96 -3.01 -0.22 0.024
O -1.24 -2.78 -0.65 0.031
H -1.27 -5.37 -0.79 0.000
H 0.54 -5.45 -1.01 0.000
```

---

Record 4
ORCA calculation (the ωB97M-V functional and the def2-TZVPD basis) on a cluster of 3 separate species, C20H37BF3IN5O4P in total in a non-equilibrium geometry.

net charge = 0
Kohn-Sham gap = 8.744 eV
structure (SMILES) = CNC[C@]1(B(O)N(C)C)[C@@H](C(F)(F)F)C(=O)O[C@]1(C[C@@H](C)I)P(N)O.CCCC#N.CCCC#N

```
72
Properties=species:S:1:pos:R:3:mulliken_charge:R:1
C 1.17 -1.99 4.31 -0.954
N 0.60 -2.01 2.97 -0.017
C 1.24 -1.10 2.04 -2.033
C 0.48 -0.79 0.73 1.767
B 0.04 -2.15 -0.05 0.945
O -0.25 -3.29 0.64 -0.777
N -0.07 -2.17 -1.52 -0.004
C -1.42 -2.66 -1.88 -1.137
C 0.91 -3.08 -2.15 -1.072
C 1.54 0.00 -0.12 -0.475
C 2.79 -0.65 -0.69 0.307
F 3.88 0.01 -0.22 -0.366
F 2.94 -1.94 -0.32 -0.239
F 2.88 -0.59 -2.01 -0.265
C 0.66 0.81 -1.04 0.040
O 0.61 0.93 -2.23 -0.593
O -0.22 1.39 -0.17 -0.409
C -0.63 0.37 0.81 0.984
C -2.08 0.07 0.39 -2.076
C -3.16 -0.25 1.42 -0.261
C -4.54 -0.11 0.77 -1.550
I -3.08 -2.23 2.26 0.042
P -0.82 1.56 2.30 0.323
N 0.69 2.32 2.51 -0.763
O -0.76 0.64 3.67 -0.682
H 0.55 -1.42 5.02 0.224
H 1.32 -3.00 4.69 0.334
H 2.16 -1.52 4.28 0.383
H -0.40 -1.92 2.98 -0.041
H 2.21 -1.55 1.80 0.905
H 1.49 -0.15 2.54 0.304
H 0.47 -3.62 1.19 0.296
H -2.18 -2.31 -1.19 0.412
H -1.46 -3.75 -1.85 0.451
H -1.66 -2.35 -2.90 0.370
H 0.47 -3.59 -3.01 0.469
H 1.78 -2.54 -2.51 0.260
H 1.28 -3.87 -1.48 0.132
H 1.91 0.74 0.60 0.866
H -2.43 1.02 -0.03 0.653
H -2.13 -0.64 -0.44 0.562
H -3.15 0.44 2.26 0.476
H -4.58 0.79 0.16 0.388
H -4.76 -0.99 0.15 0.405
H -5.31 -0.06 1.54 0.444
H 1.15 2.54 1.64 0.270
H 1.31 1.87 3.17 0.268
H -1.54 0.08 3.74 0.360
C 4.45 -1.70 -5.72 -0.940
C 3.41 -1.39 -6.79 -0.458
C 2.00 -1.84 -6.39 -0.154
C 1.94 -3.29 -6.18 0.235
N 1.90 -4.43 -5.99 -0.493
H 4.54 -2.77 -5.56 0.355
H 5.43 -1.33 -6.03 0.349
H 4.19 -1.23 -4.77 0.093
H 3.69 -1.86 -7.73 0.305
H 3.38 -0.31 -6.97 0.318
H 1.27 -1.59 -7.16 0.308
H 1.69 -1.35 -5.47 0.111
C -2.80 5.72 4.63 -1.246
C -1.60 5.58 3.70 -0.114
C -1.98 5.68 2.22 -0.461
C -2.91 4.61 1.84 0.275
N -3.61 3.73 1.59 -0.473
H -3.52 4.91 4.47 0.346
H -2.48 5.68 5.67 0.363
H -3.32 6.66 4.47 0.311
H -1.10 4.63 3.88 0.044
H -0.88 6.37 3.92 0.345
H -1.10 5.59 1.59 0.274
H -2.46 6.64 2.00 0.383
```

---

Copy entry 1 word for word.
ORCA calculation (the ωB97M-V functional and the def2-TZVPD basis) on a structure of composition C20H36As2GeMnN2O2S5Se.

spin multiplicity = 2
net charge = +2
energy above the lowest of the compared OMol25 structures with the same formula, charge and spin = 10.60 kJ/mol
Kohn-Sham gap (alpha / beta) = 6.279 / 5.005 eV

```
70
Properties=species:S:1:pos:R:3:lowdin_spin:R:1
Mn 0.84 -0.58 0.21 0.018
N 1.04 1.36 0.73 0.000
N -0.04 1.60 1.63 0.001
C -1.08 0.67 1.61 0.008
O -2.19 0.97 2.01 0.022
O -0.74 -0.52 1.16 0.001
H 1.91 1.60 1.19 0.000
H 0.95 1.95 -0.10 0.000
H -0.29 2.57 1.77 0.000
C 0.89 -3.09 2.91 0.000
As 1.78 -1.48 2.30 0.000
C 1.67 -0.29 3.83 0.000
C 3.66 -1.88 2.16 0.000
C 4.41 -2.39 3.22 0.000
C 5.77 -2.59 3.06 0.000
C 6.39 -2.27 1.85 0.000
C 5.64 -1.77 0.79 0.000
C 4.28 -1.58 0.95 0.000
As 3.13 -1.07 -0.53 -0.002
C 4.17 0.21 -1.55 0.000
C 3.12 -2.70 -1.58 0.000
H 1.34 -3.42 3.84 0.000
H 0.99 -3.87 2.16 0.000
H -0.16 -2.86 3.07 0.000
H 2.13 -0.79 4.68 0.000
H 0.63 -0.08 4.06 0.000
H 2.21 0.63 3.63 0.000
H 3.94 -2.63 4.16 0.000
H 6.36 -2.99 3.87 0.000
H 7.45 -2.42 1.74 0.000
H 6.14 -1.54 -0.14 0.000
H 4.92 -0.32 -2.14 0.000
H 4.66 0.90 -0.88 0.000
H 3.51 0.75 -2.23 0.000
H 4.16 -2.99 -1.77 0.000
H 2.60 -2.51 -2.52 0.000
H 2.63 -3.48 -1.02 0.000
C 0.87 -1.07 -5.70 0.000
S 2.24 -0.47 -4.68 0.000
C 1.47 0.91 -3.91 -0.002
C 0.71 0.88 -2.80 0.000
S 0.26 -0.56 -1.91 -0.001
S 0.05 2.41 -2.28 0.002
C 0.88 3.44 -3.45 0.000
S 0.68 5.04 -3.51 0.001
S 1.76 2.48 -4.62 -0.001
H 1.24 -1.96 -6.21 0.000
H 0.59 -0.33 -6.45 0.000
H 0.02 -1.34 -5.08 0.000
C -5.86 0.65 1.64 0.005
Ge -5.69 2.13 0.39 0.060
C -4.44 3.50 0.97 0.005
C -7.38 2.80 -0.30 0.023
C -4.83 1.34 -1.36 0.169
Se -3.14 0.65 -0.99 0.593
C -3.58 -1.17 -0.52 0.051
H -6.46 0.98 2.49 0.002
H -4.88 0.35 2.02 0.000
H -6.36 -0.21 1.20 0.001
H -4.92 4.14 1.70 0.001
H -4.12 4.12 0.13 0.000
H -3.57 3.04 1.44 0.002
H -7.94 3.25 0.53 0.005
H -7.99 2.01 -0.73 0.000
H -7.22 3.57 -1.05 0.000
H -4.73 2.20 -2.02 0.008
H -5.50 0.59 -1.76 0.011
H -4.30 -1.14 0.29 0.011
H -2.66 -1.64 -0.20 -0.001
H -4.00 -1.66 -1.40 0.011
```